1.
Here is an isolated molecule of C3H5NO3 from the OMol25 dataset. Energies are from wB97M-V/def2-TZVPD.

```
12
Properties=species:S:1:pos:R:3:forces:R:3:mulliken_charge:R:1
N -1.4520 -0.8912 0.1380 0.044 -0.169 0.066 -0.386
C -0.6162 -0.3371 1.0573 -0.039 -0.061 0.064 0.568
O -0.4526 -0.7599 2.1848 -0.080 0.182 -0.331 -0.590
C 0.1049 0.9192 0.5529 -0.098 0.120 0.091 -0.500
O 1.3994 0.5750 0.0273 0.025 -0.054 -0.104 -0.306
C 1.4204 0.1059 -1.2192 -0.183 -0.053 -0.276 0.219
O 0.4588 -0.0752 -1.9258 0.372 0.116 0.291 -0.523
H -1.3070 -0.6662 -0.8366 -0.028 -0.003 0.113 0.265
H -1.8412 -1.7960 0.3599 0.030 0.105 0.016 0.251
H -0.4699 1.4404 -0.2177 0.052 -0.081 0.127 0.371
H 0.2978 1.5755 1.3993 -0.001 -0.111 -0.076 0.264
H 2.4576 -0.0904 -1.5202 -0.095 0.010 0.020 0.369
```
Forces are in eV/Å.

The calculated total energy is -10825.01672 eV. As for the orbital gap: 10.9 eV. The total charge is 0. As for the SMILES: NC(=O)COC=O. Its energy relative to the best compared isomer or geometry (same formula, charge and spin) is 0.671 eV.

=====

2.
Here is a cluster of 2 separate species, C3H9N2O2S in total in a non-equilibrium geometry from the OMol25 dataset. Energies are from wB97M-V/def2-TZVPD.

```
17
Properties=species:S:1:pos:R:3:forces:R:3:mulliken_charge:R:1
C -1.8435 -0.6130 -1.9279 -0.869 1.351 1.222 -0.826
C 0.6308 -0.1848 -1.5966 -1.280 2.348 0.949 -0.898
C 0.4201 0.7326 2.7557 -1.728 -1.163 2.541 -0.681
N -0.8321 0.1029 0.1305 -0.385 0.636 2.178 -0.758
N -0.7804 -0.0802 -1.0435 2.700 -2.031 -0.801 0.730
O 1.7221 -1.1944 1.3796 -0.839 0.779 0.425 -0.419
O 2.2831 1.1944 0.9565 -1.547 -0.932 0.641 -0.435
S 1.3760 0.1913 1.4657 1.738 -0.241 -2.815 1.076
H -2.6950 -0.6148 -1.2582 -0.469 -0.373 -0.358 0.395
H -1.5671 -1.5847 -2.2981 0.209 -0.278 -0.023 0.341
H -1.9895 0.1153 -2.7136 -0.034 -0.027 -0.354 0.322
H 1.1281 -0.8772 -0.9657 0.451 -1.020 -0.073 0.355
H 0.9728 0.8242 -1.3076 0.535 -0.468 -1.051 0.355
H 0.5291 -0.4043 -2.6224 0.648 -0.166 -1.145 0.390
H 0.4892 1.8213 2.7125 -0.186 -0.158 0.277 0.345
H -0.6354 0.3243 2.5825 1.413 0.732 0.163 0.326
H 0.7918 0.2472 3.7507 -0.358 1.010 -1.776 0.383
```
Forces are in eV/Å.

The calculated total energy is -21155.83894 eV. As for the orbital gap (alpha / beta): 7.8 / 7.8 eV. The total charge is +1. Its energy relative to the best compared isomer or geometry (same formula, charge and spin) is 4.993 eV.

=====

3.
Here is an isolated molecule of C4H7IO2S in a non-equilibrium geometry from the OMol25 dataset. Energies are from wB97M-V/def2-TZVPD.

```
15
Properties=species:S:1:pos:R:3:forces:R:3:mulliken_charge:R:1
O 1.4773 1.9862 -0.6477 0.180 0.265 -0.242 -0.609
S 0.3271 1.4224 -0.0186 -0.700 1.039 -0.980 1.205
O -0.5870 2.2722 0.7225 0.529 -0.517 -0.007 -0.636
C -0.7130 0.4101 -1.1346 -1.018 2.147 0.396 -0.527
C -0.4807 -0.9252 -0.6459 -1.588 -0.295 2.918 -0.819
C -0.3089 -0.9031 0.8960 -1.821 4.532 -0.742 -0.462
C 0.8008 0.1131 1.0830 1.596 -1.568 -0.890 -0.821
I 3.0210 -0.9378 0.2178 -2.154 1.016 0.874 0.012
H -0.4394 0.3892 -2.1699 0.174 1.068 -0.581 0.329
H -1.7878 0.7470 -0.9382 1.567 -0.280 -0.460 0.357
H 0.3453 -1.3753 -1.0401 2.387 -1.076 -1.136 0.346
H -1.3075 -1.4855 -0.9262 -1.578 -1.514 -0.295 0.386
H -1.2445 -0.4468 1.4516 1.505 -0.695 -1.193 0.288
H -0.2701 -1.8581 1.1714 1.074 -3.655 1.896 0.372
H 1.1675 0.5916 1.9790 -0.153 -0.468 0.444 0.581
```
Forces are in eV/Å.

The calculated total energy is -27290.01105 eV. As for the orbital gap: 8.1 eV. The total charge is 0. As for the SMILES: O=S1(=O)CCC[C@H]1I. Its energy relative to the best compared isomer or geometry (same formula, charge and spin) is 1.440 eV.

=====

4.
Here is a structure of composition HN2O2S in a non-equilibrium geometry from the OMol25 dataset. Energies are from wB97M-V/def2-TZVPD.

```
6
Properties=species:S:1:pos:R:3:forces:R:3:mulliken_charge:R:1
N 0.3179 0.1618 -2.8362 -0.327 1.182 -1.200 0.193
N 0.0970 0.8589 -3.6468 0.016 -0.285 0.204 -0.016
O 0.6245 0.1802 0.0388 1.234 -1.535 -1.495 -0.362
O -0.1920 -2.0625 -1.1193 6.927 5.768 0.399 -0.255
S 1.0042 -0.9628 -1.0610 -8.213 -4.378 3.582 0.997
H 0.0235 0.1785 0.8549 0.363 -0.752 -1.490 0.444
```
Forces are in eV/Å.

The calculated total energy is -17915.81177 eV. As for the orbital gap: 9.7 eV. The total charge is +1. Its energy relative to the best compared isomer or geometry (same formula, charge and spin) is 1.936 eV.

=====

5.
Here is a cluster of 14 separate species, C70H70N14 in total in a non-equilibrium geometry from the OMol25 dataset. Energies are from wB97M-V/def2-TZVPD.

```
154
Properties=species:S:1:pos:R:3:forces:R:3:mulliken_charge:R:1
N -4.1945 -3.4155 -5.4508 -0.047 -0.543 0.231 -0.608
C -3.3505 -2.4206 -5.1681 0.384 -0.851 1.239 -0.649
C -2.6088 -2.3797 -3.9748 0.378 -0.782 0.361 0.178
C -2.7824 -3.3993 -3.0274 -0.270 0.387 -0.337 -0.373
C -3.6964 -4.3856 -3.3170 -0.718 -0.774 0.178 -0.432
C -4.3487 -4.4049 -4.5443 0.495 1.216 -0.194 -0.528
H -3.1982 -1.6789 -5.9221 -0.060 0.425 -0.342 0.616
H -1.7943 -1.6911 -3.7866 -0.225 0.475 -0.302 0.411
H -2.2596 -3.4907 -2.0703 0.039 0.493 -0.371 0.691
H -3.9364 -5.1350 -2.5626 0.220 -0.042 -0.321 0.374
H -4.9929 -5.2296 -4.8135 -0.173 0.054 -0.066 0.368
N -1.3917 0.5302 -7.1188 1.264 -0.483 1.009 -0.502
C -0.2832 -0.1320 -6.6996 -1.034 -0.216 -1.007 -0.232
C 0.0301 -1.4365 -7.0976 -0.420 0.920 0.369 -0.316
C -0.7987 -2.0712 -8.0161 -0.386 0.730 0.270 -0.364
C -1.9332 -1.3800 -8.4670 0.504 -0.533 0.321 -0.361
C -2.1963 -0.1254 -7.9326 -0.580 0.247 -0.619 -0.334
H 0.3749 0.3974 -6.0404 0.172 0.255 0.253 0.555
H 0.8855 -1.8792 -6.6124 0.129 -0.362 -0.259 0.409
H -0.5805 -3.0796 -8.3071 -0.034 -0.301 -0.319 0.413
H -2.6236 -1.8199 -9.1768 0.055 -0.028 0.105 0.364
H -3.1204 0.4084 -8.1839 0.297 -0.259 -0.115 0.387
N -1.3125 6.8426 1.0803 -0.297 -0.937 0.456 -0.491
C -1.0685 5.9053 2.0270 -0.766 -0.410 -0.994 -0.678
C -1.5296 4.5578 1.8923 1.087 1.722 0.990 -0.069
C -2.3036 4.2015 0.8167 0.006 -0.057 -0.086 0.324
C -2.5518 5.1517 -0.1546 -0.317 1.346 0.111 -0.398
C -2.0494 6.4551 0.0274 -0.335 -0.357 0.212 -0.568
H -0.5873 6.2880 2.9374 0.059 -0.458 -0.484 0.348
H -1.2846 3.8493 2.6743 -0.149 -0.019 0.035 0.244
H -2.7568 3.2233 0.8128 -0.004 -0.217 -0.332 0.475
H -3.2786 5.0168 -0.9474 0.218 -0.325 -0.088 0.526
H -2.3874 7.2537 -0.6492 0.475 -0.371 0.136 0.336
N 1.6259 2.0574 -3.0140 -0.523 0.638 -1.027 -0.175
C 1.5843 3.3799 -2.7182 -1.180 -1.172 0.365 -0.300
C 0.3793 4.0981 -2.7431 0.293 -0.056 -0.006 -0.578
C -0.8085 3.4645 -3.1081 0.684 0.088 -0.027 -0.634
C -0.7564 2.1125 -3.4428 0.902 0.710 -0.287 -0.214
C 0.4868 1.4794 -3.4883 0.552 0.234 1.041 -0.045
H 2.5023 3.8434 -2.3609 -0.092 -0.138 -0.148 0.391
H 0.3770 5.1432 -2.4504 0.011 -0.056 -0.144 0.418
H -1.7145 4.0609 -3.2053 0.039 -0.356 0.273 0.437
H -1.6404 1.6105 -3.7418 -0.610 -0.506 -0.371 0.779
H 0.5824 0.4377 -3.8424 -0.090 0.545 0.405 -0.045
N -3.5286 -5.8353 0.1956 1.535 -0.708 0.013 -0.600
C -4.3880 -4.8541 0.1639 -0.651 1.573 0.310 -0.430
C -4.1075 -3.5440 0.5952 -0.446 -0.412 -0.068 -0.476
C -2.8412 -3.2551 1.0856 -0.740 0.558 -0.406 0.254
C -1.9186 -4.2690 1.1039 0.650 -1.886 -0.231 0.018
C -2.2861 -5.5595 0.6447 -1.046 1.498 0.063 -0.802
H -5.3757 -5.0701 -0.2340 0.008 -0.072 0.074 0.412
H -4.9147 -2.8112 0.5617 0.381 -0.039 -0.038 0.454
H -2.5833 -2.2365 1.3704 -0.021 -0.245 0.161 0.409
H -0.9118 -4.1357 1.4887 -0.048 0.109 -0.083 0.323
H -1.5965 -6.3746 0.5971 0.447 -0.307 0.192 0.446
N 0.6703 -4.3414 3.8917 -0.388 0.655 0.526 -0.321
C 1.7843 -3.6884 4.2780 -0.924 1.183 0.836 -0.395
C 1.7238 -2.5121 5.0730 -0.776 -0.177 -0.112 -0.279
C 0.4720 -2.0406 5.5319 1.828 -1.093 -1.012 -0.058
C -0.6544 -2.7602 5.1675 -0.139 0.138 -0.025 -0.409
C -0.5402 -3.8757 4.3270 1.855 0.242 0.259 -0.631
H 2.7661 -4.0639 3.9943 -0.328 -0.201 -0.264 0.317
H 2.6029 -1.9217 5.3476 -0.079 -0.544 -0.237 0.339
H 0.4992 -1.1455 6.1319 -0.545 0.077 0.124 0.365
H -1.5927 -2.3964 5.5542 -0.420 -0.280 -0.220 0.449
H -1.3937 -4.4480 3.9983 -0.171 0.041 0.020 0.594
N -5.5390 1.9943 -1.4179 0.512 0.347 -0.672 -0.636
C -4.4390 1.4670 -1.9755 -0.297 -0.412 0.333 -0.623
C -3.4835 0.7308 -1.2688 -0.267 0.381 0.000 0.127
C -3.6401 0.5860 0.1144 -0.358 0.712 0.071 0.325
C -4.7573 1.1866 0.7102 -0.448 0.197 -0.680 -0.426
C -5.6823 1.8917 -0.1230 1.229 -0.974 1.401 -0.423
H -4.4101 1.6655 -3.0361 0.482 -0.314 -0.235 0.491
H -2.6148 0.3050 -1.7598 -0.106 0.107 -0.059 0.238
H -2.8348 0.1314 0.7050 -0.524 -0.051 -0.164 0.170
H -4.9587 1.1147 1.7782 0.214 0.044 -0.195 0.350
H -6.5203 2.4190 0.2977 -0.321 -0.080 0.284 0.400
N 1.2027 -2.0292 -3.4209 -0.788 -0.057 0.005 0.363
C 0.8382 -3.3089 -3.3978 2.350 -1.580 0.446 -0.397
C 1.8155 -4.3734 -3.1443 -0.637 1.239 -0.335 -1.003
C 3.1606 -4.0070 -3.0163 -1.343 0.048 -0.328 -0.185
C 3.4724 -2.6666 -3.1485 0.715 0.563 1.326 -0.762
C 2.4747 -1.6957 -3.2462 0.561 -1.093 -0.460 -0.388
H -0.2070 -3.4830 -3.5919 -0.103 -0.400 0.084 0.526
H 1.6066 -5.4418 -3.0447 -0.581 0.494 -0.141 0.439
H 3.9393 -4.7359 -2.7997 -0.233 0.084 -0.120 0.443
H 4.5027 -2.4130 -2.9010 -0.148 0.452 -0.482 0.367
H 2.6922 -0.6436 -3.2395 0.192 0.321 0.038 0.492
N 6.0384 0.3122 -1.5728 -0.192 -0.233 1.412 -0.620
C 6.3068 -0.3361 -0.3950 -0.526 0.351 -1.287 -0.576
C 5.3245 -0.6355 0.5308 -0.514 -0.484 -0.287 -0.533
C 4.0237 -0.2287 0.2825 -0.133 -0.030 0.430 -0.278
C 3.7584 0.5082 -0.8476 -0.644 0.174 0.644 0.263
C 4.7708 0.7444 -1.7474 1.214 -0.131 0.070 -0.118
H 7.3218 -0.6770 -0.2022 -0.039 0.197 -0.361 0.365
H 5.4875 -1.3129 1.3498 0.455 0.113 0.415 0.537
H 3.2075 -0.4545 0.9723 0.272 -0.013 -0.087 0.611
H 2.7591 0.9093 -0.9371 0.030 0.045 -0.571 -0.029
H 4.5773 1.3334 -2.6294 0.008 -0.028 -0.301 0.423
N 2.2585 3.1761 3.0562 -1.134 -0.557 0.834 0.087
C 3.3134 2.4359 2.7590 0.535 -0.285 1.149 -0.436
C 3.8315 1.4568 3.6529 0.212 0.029 -1.173 -0.831
C 3.1403 1.1800 4.7893 -1.008 0.073 1.063 -0.204
C 1.9851 1.8990 5.1027 0.055 0.787 -1.225 -0.690
C 1.5695 2.8877 4.2019 1.033 -0.155 -0.128 -0.491
H 3.7927 2.6974 1.8264 0.262 -0.203 -0.083 0.647
H 4.7318 0.8614 3.4970 -0.153 0.427 -0.557 0.424
H 3.4392 0.4016 5.4836 0.294 0.081 -0.130 0.511
H 1.4671 1.7153 6.0201 -0.386 -0.050 0.287 0.526
H 0.6976 3.5155 4.4061 0.250 -0.176 -0.079 0.502
N 3.4536 -6.4368 2.1987 -0.652 0.238 -0.042 -0.565
C 4.6076 -5.8281 1.9708 0.576 0.049 0.539 -0.346
C 4.7475 -4.6590 1.2392 -0.451 0.016 0.003 -0.892
C 3.6139 -4.1587 0.5946 1.032 -0.340 -0.098 0.047
C 2.4351 -4.8622 0.7111 -0.730 0.068 0.481 0.072
C 2.3616 -5.9234 1.6205 0.974 -0.099 -0.343 -0.586
H 5.4505 -6.2819 2.4923 0.065 0.157 -0.272 0.372
H 5.6993 -4.1515 1.1807 0.069 -0.029 -0.055 0.453
H 3.7316 -3.2742 -0.0205 -0.331 0.002 -0.065 0.757
H 1.5599 -4.5419 0.1604 -0.117 0.015 0.118 0.310
H 1.4529 -6.4079 1.9249 -0.460 0.018 -0.293 0.381
N -3.9283 -0.1862 4.2475 -0.719 -0.340 -0.324 -0.507
C -4.6319 0.7281 4.8857 -0.115 0.725 0.710 -0.548
C -4.1022 1.9441 5.3569 -2.560 -0.712 0.545 -0.428
C -2.7909 2.2037 5.1689 1.730 0.162 -0.671 -0.471
C -2.0358 1.2911 4.4452 -0.780 -1.144 -0.484 -0.212
C -2.6778 0.1011 3.9922 1.782 1.674 -0.206 -0.379
H -5.6757 0.4802 5.0315 -0.086 0.138 0.150 0.410
H -4.7955 2.6117 5.8884 0.521 -0.174 -0.302 0.402
H -2.3047 3.1192 5.4731 -0.189 0.163 0.256 0.451
H -1.0113 1.5069 4.1833 0.143 -0.242 -0.039 0.461
H -2.1674 -0.5460 3.2909 0.323 -0.270 0.289 0.791
N 3.5973 7.7136 3.0653 -0.467 -2.294 -0.758 -0.559
C 3.3283 8.6999 2.2361 0.167 0.538 0.191 -0.306
C 2.5145 8.6209 1.1211 -0.078 -0.300 -0.273 -0.426
C 1.9967 7.3961 0.7529 -0.430 0.013 0.055 -0.264
C 2.2724 6.2947 1.5584 1.243 0.234 0.644 -0.068
C 3.0987 6.4895 2.6921 -0.062 0.903 -0.072 -0.355
H 3.8604 9.5960 2.4867 -0.138 0.727 -0.001 0.383
H 2.2849 9.4762 0.5154 0.165 0.393 -0.061 0.390
H 1.3630 7.3522 -0.1424 0.272 -0.272 0.478 0.292
H 1.9750 5.2976 1.2778 -0.191 -0.149 0.164 0.453
H 3.4308 5.6654 3.3346 -0.460 0.203 -0.346 0.441
N 0.2755 0.1338 2.2627 0.009 -0.466 -0.128 0.979
C 0.1283 1.1271 1.3892 0.659 -0.332 0.267 -0.716
C 0.0590 0.9272 0.0327 0.430 0.885 -1.118 -0.297
C 0.1175 -0.3356 -0.5141 0.242 -0.501 1.090 0.814
C 0.2905 -1.3977 0.3907 -0.624 0.188 -0.274 0.022
C 0.3599 -1.1139 1.7618 -0.564 0.420 -0.141 0.616
H 0.2046 2.1352 1.7579 -0.258 0.243 0.297 0.450
H 0.1215 1.7973 -0.6243 -0.461 -0.132 0.128 -0.453
H 0.0735 -0.4534 -1.5848 0.040 -0.331 -0.129 -0.710
H 0.2471 -2.4192 0.0158 0.308 0.111 0.239 0.204
H 0.3943 -1.8901 2.5250 0.244 -0.103 -0.293 -0.972
```
Forces are in eV/Å.

The calculated total energy is -94583.75143 eV. As for the orbital gap: 9.7 eV. The total charge is 0. Its energy relative to the best compared isomer or geometry (same formula, charge and spin) is 0.601 eV.

=====

6.
Here is a cluster of 2 separate species, C4H14N4 in total in a non-equilibrium geometry from the OMol25 dataset. Energies are from wB97M-V/def2-TZVPD.

```
22
Properties=species:S:1:pos:R:3:forces:R:3:mulliken_spin:R:1
C 1.7604 -1.2666 -0.7495 0.122 0.184 0.444 0.003
C 2.4947 -0.1355 -0.0373 0.014 -0.010 -0.646 -0.001
N 3.0094 0.8187 -1.0396 -0.340 -0.104 0.731 0.000
N 1.2029 -2.1733 0.2572 -0.383 -0.196 -0.190 0.004
H 1.0059 -0.8361 -1.4226 0.061 -0.053 -0.093 -0.002
H 2.4835 -1.8142 -1.3508 -0.075 -0.014 -0.082 0.001
H 1.8127 0.3286 0.6919 0.016 0.016 0.094 0.001
H 3.3315 -0.5532 0.5185 -0.005 -0.021 0.047 0.000
H 3.6704 1.4197 -0.5710 0.395 0.102 -0.064 0.000
H 2.2560 1.4475 -1.2835 -0.118 0.043 -0.355 0.000
H 0.4201 -1.7391 0.7367 0.126 0.035 0.053 0.000
H 0.8316 -3.0150 -0.1739 0.159 0.037 0.051 0.000
C -2.6406 1.8348 -0.4618 -1.017 -0.220 -0.054 0.005
N -2.3049 0.0464 1.7436 1.458 -0.079 -1.873 0.317
C -2.4498 -0.3585 0.4619 -1.293 -0.981 1.985 0.023
N -2.6465 0.3955 -0.5846 1.359 1.244 -0.217 0.589
H -3.2256 2.2287 0.3730 -0.016 -0.085 0.057 0.002
H -3.0068 2.2690 -1.3877 0.109 0.032 -0.082 0.013
H -1.5964 2.1541 -0.3408 0.157 -0.174 -0.149 0.062
H -1.8616 -0.6223 2.3689 -0.369 0.007 0.246 -0.013
H -2.0276 1.0091 1.8924 -0.292 0.211 0.350 -0.006
H -2.5193 -1.4382 0.3589 -0.066 0.027 -0.251 0.005
```
Forces are in eV/Å.

The calculated total energy is -10325.74406 eV. As for the orbital gap (alpha / beta): 7.7 / 3.2 eV. Its expectation value of S² is 0.7663. Its spin multiplicity is 2. The total charge is +1. Its energy relative to the best compared isomer or geometry (same formula, charge and spin) is 0.774 eV.